a) {
  "formula": "C2H5Br",
  "method": "wB97M-V/def2-TZVPD",
  "e_homo_ev": -10.1,
  "smiles": "C=C.Br",
  "species": ["Br", "H", "C", "H", "H", "H", "H", "C"],
  "xyz": [[-3.365, 0.138, 0.268], [0.846, 1.553, -0.241], [1.315, -0.552, -0.113], [1.652, -0.656, -1.068], [0.631, 0.841, 1.398], [-3.062, -0.516, -1.039], [1.068, -1.429, 0.479], [0.915, 0.622, 0.316]]
}


b) {
  "formula": "C2H5Br",
  "method": "wB97M-V/def2-TZVPD",
  "e_homo_ev": -9.4,
  "species": ["H", "H", "C", "H", "C", "H", "H", "Br"],
  "xyz": [[2.707, -1.014, 0.247], [-2.810, 1.897, -0.237], [1.679, -0.587, 0.067], [1.805, 0.134, -0.838], [-2.200, 0.982, 0.033], [1.442, 0.084, 1.019], [0.939, -1.276, -0.199], [-3.563, -0.221, -0.092]]
}


Relative energies with respect to the most stable structure, expressed in kcal/mol: a) 0.0; b) 68.7.


a) {
  "formula": "C6H9N2O2",
  "method": "wB97M-V/def2-TZVPD",
  "e_homo_ev": -4.8,
  "total_charge": -1,
  "species": ["H", "C", "H", "H", "C", "N", "H", "C", "H", "C", "N", "H", "H", "H", "O", "C", "C", "H", "O"],
  "xyz": [[-0.387, 0.092, 0.598], [1.811, 1.109, -1.492], [2.443, 2.436, -3.101], [0.806, -1.828, -0.781], [2.778, 2.033, -2.142], [1.906, -0.246, -1.661], [3.101, 2.893, -1.557], [0.978, -0.769, -0.881], [-2.703, -2.349, 0.738], [-2.151, -1.105, 2.427], [0.384, 0.160, -0.117], [-3.984, -1.272, 1.367], [-3.563, -2.760, 2.267], [3.698, 1.504, -2.409], [-2.247, -1.111, 3.661], [-3.182, -1.960, 1.637], [0.974, 1.352, -0.432], [0.736, 2.214, 0.170], [-1.397, -0.391, 1.707]]
}


b) {
  "formula": "C6H9N2O2",
  "method": "wB97M-V/def2-TZVPD",
  "e_homo_ev": -4.7,
  "total_charge": -1,
  "species": ["O", "C", "H", "H", "C", "H", "N", "N", "H", "O", "C", "H", "C", "H", "H", "C", "C", "H", "H"],
  "xyz": [[-0.154, -1.943, 2.135], [-1.577, 2.998, -2.517], [-1.452, 2.776, -3.576], [0.724, -0.434, -0.286], [-1.007, 1.961, -1.611], [0.082, 0.209, -2.615], [-1.174, 2.147, -0.260], [-0.040, 0.284, -0.565], [-1.326, 4.007, -2.207], [1.419, -1.409, 0.627], [0.959, -2.061, 1.626], [2.027, -2.733, 3.322], [1.958, -3.027, 2.271], [2.971, -3.094, 1.881], [-0.551, 0.956, 1.387], [-0.620, 1.102, 0.319], [-0.332, 0.790, -1.803], [-2.663, 3.004, -2.406], [1.539, -4.034, 2.245]]
}


Relative energies with respect to the most stable structure, expressed in kcal/mol: a) 0.0; b) 1.7.